No. 1
This record from the OMol25 dataset describes C67H71AsCuFNO5P2Si2Te as an isolated structure in a non-equilibrium geometry. The level of theory is wB97M-V/def2-TZVPD.

* multiplicity: 2
* energy relative to the best compared isomer or geometry (same formula, charge and spin): 0.0000 eV
* maximum force: 1.3 eV Å⁻¹
* E_LUMO (alpha / beta): -0.00027 / -0.03759 Ha
* energy: -232185.3299 eV
* M: 1373.49 g/mol

Last column: Mulliken charge in e.
Element x y z (Å)
Te  2.2366  2.2648  0.0195  -0.244
C  -3.9300  3.6494  3.5164  -0.263
C  -2.9687  4.2026  4.3520  -0.637
C  5.1373  -2.2466  0.0572  -0.653
C  4.7501  -0.0364  -1.5744  -0.351
O  -0.0162  1.3089  1.1750  1.098
C  -7.6188  -2.0369  4.5985  -0.554
H  4.5744  4.8856  3.2017  0.387
H  1.1523  3.3667  -2.1497  0.718
H  6.0687  6.0285  0.0638  0.310
C  -6.4888  -1.1162  2.6832  -0.275
C  -4.5146  -2.7953  -2.1717  -0.708
H  -0.2015  6.3319  0.8672  0.500
H  -2.3887  2.8296  -0.2178  -0.047
C  -1.0516  -4.5186  3.2577  -0.872
H  -2.7591  1.7073  6.6311  0.418
C  1.8557  -4.5965  -3.8714  -0.744
F  3.7931  -4.6528  3.8248  -0.411
H  -1.7792  3.9283  6.1153  0.396
C  -0.7367  -2.6627  4.7475  -0.373
H  -8.0732  -2.8790  5.1059  0.381
C  -3.9489  -2.7530  0.1669  -0.190
C  1.9190  0.6458  6.8558  -0.263
C  2.6806  -2.3763  -3.5236  -0.423
C  2.3094  -1.3679  3.7169  0.487
C  0.9559  -4.4025  -2.8471  -0.719
C  1.7685  -2.1571  -2.4778  -0.357
As  -5.6387  1.6679  2.3828  0.168
C  -7.5753  -0.7914  5.2129  -0.510
H  -8.0027  -0.6577  6.1993  0.397
C  2.8129  -2.5949  3.2824  -0.604
H  3.6402  5.8502  2.0460  0.295
H  3.0972  3.1626  -4.8761  0.486
C  1.5923  1.8459  -5.6555  -0.847
H  3.2352  2.0247  -2.7118  -0.355
H  0.0685  2.1282  -1.5045  -0.409
H  1.0842  1.3093  7.0751  0.529
H  -1.0064  -5.5831  3.0595  0.469
H  5.2776  -3.1074  0.7029  0.497
C  0.8918  0.0851  -4.1722  -1.085
O  2.0350  -0.5421  1.5303  -0.204
C  3.3985  -3.1201  5.5597  -0.768
H  7.0299  5.1445  1.2612  0.305
C  1.8151  0.4967  -3.2065  1.232
C  6.2345  -1.5135  -0.3810  -0.868
C  1.8989  -0.5192  7.8357  -0.915
C  -1.1784  -1.7973  3.7553  -1.019
P  1.8967  -0.4719  -1.6397  1.693
H  3.0476  4.2602  2.5515  0.048
H  3.8360  -3.8288  6.2559  0.534
H  0.3885  1.6727  5.0129  0.561
H  0.2580  -0.7736  -3.9848  0.388
Cu  0.2475  -0.4264  0.2254  0.320
H  2.0646  -0.1363  8.8422  0.467
C  2.8980  -1.9176  6.0116  1.210
H  3.3639  -1.5829  -3.8010  0.384
O  -0.9050  -4.0693  -0.9191  -0.724
C  0.9774  0.8545  4.6144  -0.495
C  0.6674  3.0099  -1.2432  0.059
C  -6.4105  0.1289  3.3030  0.294
H  0.0667  0.4040  -6.1189  0.468
H  3.1860  4.6832  -0.8110  0.544
C  2.3174  -1.0423  5.0759  -0.597
H  -4.7139  0.1555  0.5802  0.631
H  -3.3851  -1.4765  -3.4361  0.427
C  0.4665  5.5831  0.4285  -0.942
H  -3.8141  -0.8901  2.7794  0.902
H  3.9524  -1.1694  7.7154  0.448
C  2.4769  2.2942  -4.6875  -0.675
H  0.9946  5.0782  1.2447  0.085
H  -7.1300  -3.1581  2.8341  0.435
H  0.9088  -0.9819  7.8179  0.283
C  -0.0340  1.4286  2.4632  -0.367
H  -1.7493  6.0645  -1.8965  0.321
H  4.6775  1.6540  1.7435  -0.176
H  3.4655  -3.7080  -4.9971  0.454
C  6.0368  -0.4150  -1.2012  -0.733
H  4.0652  0.8421  6.5894  0.324
O  -0.8064  2.1610  3.0717  -0.601
C  3.9462  4.8312  2.3053  -0.744
C  -2.5428  3.5054  5.4729  -0.389
H  7.2374  -1.8048  -0.0916  0.384
P  -1.9766  -1.0309  1.2322  0.967
C  -1.9767  3.6950  0.3153  -0.007
C  0.9353  0.6110  3.2747  -0.046
C  0.7815  0.7509  -5.3832  -0.618
C  3.8615  -1.8909  -0.3459  -0.446
C  -3.5426  -1.8378  -2.4271  -0.609
H  1.8835  -5.5419  -4.4007  0.393
C  -1.5466  -2.2841  2.4982  0.926
C  -1.4937  -3.6563  2.2608  -0.831
C  3.7107  3.7550  -0.5687  -0.770
H  -2.5452  5.1730  4.1217  0.392
C  -3.0878  2.2598  5.7581  -0.684
H  -5.4685  -4.0062  -0.6796  0.456
C  -0.0623  -3.1906  -0.9703  -0.533
H  -2.7520  4.4683  0.3656  0.511
C  2.7361  -3.5715  -4.2075  -0.826
C  -4.4725  2.3926  3.7818  -0.225
N  1.7000  0.1376  5.4905  0.474
H  1.2054  6.1095  -0.1849  0.273
Si  -0.4923  4.3469  -0.5938  0.061
H  -1.6937  4.5248  -2.7678  0.325
C  -6.9834  0.2851  4.5650  -0.409
H  -4.4426  0.7233  5.1423  0.366
H  -2.7453  0.5057  2.8989  -0.531
H  -1.7533  -4.0428  1.2828  0.220
H  0.2604  -5.1780  -2.5564  0.548
C  -4.2188  0.7294  1.3651  -0.801
H  -5.1132  -3.1900  -2.9832  0.363
C  2.5736  1.6348  -3.4680  -0.087
C  3.2156  1.4518  6.9039  -1.463
H  6.9050  4.5351  -0.3958  0.296
H  3.1501  2.3061  6.2269  0.376
H  3.4010  1.8201  7.9143  0.422
H  -6.0798  -1.2526  1.6872  0.398
H  3.0113  -2.4857  -0.0360  0.133
C  -2.7684  -1.3479  -1.3839  -0.524
H  4.2848  3.4460  -1.4505  0.444
C  -1.1070  5.2114  -2.1469  -1.278
C  -4.0439  1.7039  4.9163  0.186
H  6.8867  0.1548  -1.5589  0.476
C  6.3495  5.0279  0.4099  -1.106
Si  4.8616  4.0033  0.9006  0.192
C  2.9573  -1.5557  7.4761  -1.524
H  -4.1110  -3.1114  1.1790  0.650
H  1.5295  2.3469  -6.6141  0.390
H  -3.6520  1.5229  0.8725  -0.557
C  -3.2836  -0.1379  2.1996  -0.230
C  -4.7155  -3.2523  -0.8756  -1.073
O  0.0719  -2.3012  -0.0221  0.747
C  1.7685  -0.4233  2.7361  -0.311
H  -4.2553  4.1948  2.6371  0.348
H  6.1277  2.4506  2.3731  0.462
H  2.8220  -2.4551  8.0776  0.497
C  5.4953  2.3372  1.4862  -0.395
H  4.6324  0.8278  -2.2096  0.182
H  -0.2743  5.5832  -2.7532  0.323
H  -1.7264  3.3723  1.3298  -0.332
H  -6.9629  1.2550  5.0474  0.438
H  -1.9978  -0.6083  -1.5794  0.125
C  -2.9601  -1.8067  -0.0824  1.849
C  0.9098  -3.1962  -2.1297  0.702
C  3.3295  -3.4498  4.2105  -0.244
C  -0.6605  -4.0263  4.4961  -0.994
H  6.0905  1.8487  0.7078  0.124
H  2.7584  -2.8505  2.2316  0.896
C  -7.0844  -2.1939  3.3269  -0.604
H  -1.2382  -0.7354  3.9664  0.320
H  -0.2964  -4.7002  5.2624  0.430
H  -0.4502  -2.2712  5.7175  0.583
C  3.6517  -0.7777  -1.1622  1.168

---

No. 2
This record from the OMol25 dataset describes a 8-piece molecular cluster, C67H75I2N4O31 overall in a non-equilibrium geometry. The level of theory is wB97M-V/def2-TZVPD.

* maximum force: 7.0 eV Å⁻¹
* E_LUMO: -0.13519 Ha
* energy: -156305.3313 eV
* charge: +1
* M: 1686.14 g/mol

Last column: Mulliken charge in e.
Element x y z (Å)
H  -1.3444  -2.8977  -4.3700  1.125
C  -6.3493  12.1362  0.3763  -0.944
H  9.7056  -2.6076  1.6843  0.068
H  12.6342  -0.8257  0.8943  0.492
H  0.9883  -1.7710  5.3516  0.080
C  -5.1087  11.4019  0.1003  0.990
H  2.3653  -5.0037  1.1071  0.273
C  7.3905  -2.5839  1.4111  -0.734
H  -1.7363  -6.0104  -6.0562  0.354
H  -8.7197  -3.1846  5.1773  0.437
H  2.0096  0.6318  1.5954  0.757
H  15.7720  -4.7512  0.5240  0.421
H  0.0886  4.2375  -1.6933  0.282
C  -2.8710  -0.3285  1.4637  -0.635
O  -6.1838  -0.7492  -8.0354  -0.498
N  1.1689  -2.7597  5.1845  -0.430
H  -3.3909  1.6755  0.6920  0.366
O  -6.4609  -3.6508  3.9118  -0.605
C  -2.4380  1.1616  1.1468  -0.521
H  1.7530  2.2953  5.0881  0.433
H  4.2232  -6.8987  4.8666  0.346
C  -0.8661  6.2628  -0.9882  0.961
C  1.4395  0.2455  2.5504  -1.951
H  -1.5210  -3.0654  4.0114  0.566
C  -0.7840  -4.8721  -4.9024  0.336
C  -8.5727  -2.6624  4.2411  -0.824
H  -2.2940  1.7610  2.1420  0.400
H  -5.4971  -0.6870  -8.7304  0.334
O  -10.2082  2.6592  -9.8698  -0.555
H  10.9343  -1.2993  3.3152  -0.202
C  1.8903  -4.9081  2.1714  -0.018
H  -6.5340  13.0311  -0.2029  0.418
C  1.5146  -2.2621  1.5441  1.097
H  10.4877  1.5625  2.9984  0.301
C  -9.6471  -1.7654  3.7962  0.827
C  -0.4659  5.9008  -2.3775  0.262
H  2.0977  -6.5339  -3.7986  0.465
H  -8.8046  11.8685  2.2798  0.349
O  -10.6626  -1.5904  4.4475  -0.585
C  -5.7027  9.7230  1.8046  -0.806
C  -0.6311  6.7525  -3.3917  -0.789
H  -1.6956  7.8559  0.2573  0.505
C  -8.2938  0.2406  -7.7090  -0.904
H  7.8040  -0.6916  3.0951  0.109
C  -6.9312  10.4707  2.0970  0.948
C  8.8554  -1.8416  1.4579  -0.346
O  -10.4877  -0.2446  2.0801  -0.565
H  9.1173  -1.3845  0.4214  0.296
C  1.3764  -5.7322  -3.8902  -0.674
H  6.9950  -0.7946  0.1178  0.440
C  -7.2815  -2.0858  2.2236  0.989
N  -0.0060  -4.7166  5.7068  0.108
H  -5.8706  -3.1579  -0.9927  0.470
N  -0.7138  -1.4122  2.7108  1.656
O  -3.7031  9.4634  0.5889  -0.437
O  14.5331  -0.5332  -0.9017  -0.565
C  -5.5138  -1.1824  -4.4031  -0.953
H  -3.5760  -0.6536  0.5836  0.398
O  -3.3978  -2.2101  -4.5803  -0.542
H  -2.9256  -3.5625  -2.9518  0.186
C  6.3494  -1.5026  0.7888  -0.381
C  -0.6321  -3.7065  -4.2680  -1.547
H  -0.3472  6.5020  -4.4052  0.445
H  5.7323  -2.8677  -0.9384  0.444
H  2.8102  -3.1434  3.1951  0.306
C  -7.1886  0.0867  -8.4402  0.354
C  -8.3640  -1.2086  1.7666  -0.922
H  -8.4410  -0.2818  -6.7728  0.448
C  1.5279  -4.5661  -3.2599  0.169
O  0.3144  -4.7327  4.3762  -0.202
O  -1.4744  2.8063  -0.4611  -0.581
H  13.0968  -4.8173  2.8719  0.342
C  14.3278  -1.6206  -0.1000  0.291
C  2.9115  -5.8103  3.0732  -0.594
I  2.0831  3.2984  2.3774  0.134
O  13.8821  -5.0376  2.3313  -0.574
H  0.1928  -0.6248  0.9991  -0.164
H  -3.2557  9.9771  -0.1188  0.355
C  -0.6683  -2.8461  3.2642  -1.742
H  2.1717  -2.9820  5.2884  0.384
O  -0.7180  5.4532  -0.0848  -0.556
O  -7.7249  10.1136  2.9530  -0.605
O  -5.9688  0.6657  -10.3602  -0.616
C  10.0333  -0.6336  3.6019  0.223
H  3.3840  -0.8724  1.0518  0.174
H  -0.2383  1.8921  2.6936  0.164
O  -2.1060  9.7026  -1.5717  -0.553
C  13.1161  -2.8241  1.6367  0.978
H  -11.1709  -0.3031  2.7787  0.349
O  -7.6372  -0.2171  -4.0914  -0.521
N  0.7698  -3.0413  0.4456  -0.375
C  4.0259  -2.9138  0.6317  0.384
C  14.0714  -3.9610  1.5097  0.259
C  -8.0838  1.6945  -10.1830  -0.894
H  2.4920  -3.4167  -2.1221  0.258
H  -0.8533  -3.6073  2.3932  0.447
O  -1.3921  8.8778  -4.0721  -0.599
C  -6.7968  -1.7393  -2.3739  1.004
C  2.8215  -1.8045  0.7141  -0.876
O  -7.8130  -1.5652  -1.7210  -0.629
H  -2.1236  10.1230  -2.4561  0.321
C  0.2071  -5.9744  -4.7456  0.833
O  -8.3632  12.3781  1.5704  -0.555
C  -4.8496  10.1528  0.8720  0.179
H  5.8896  -0.8010  1.6036  0.039
H  0.8583  -5.4352  2.0259  0.490
C  -6.6213  -1.0308  -3.6734  0.191
C  -1.3064  -0.6602  3.8442  -1.019
H  -1.5220  0.4628  3.6892  0.169
C  0.5225  -3.4748  -3.3956  1.097
H  7.1416  -2.8514  2.5094  0.296
C  -4.4306  -2.0601  -3.9461  1.022
H  -1.1276  3.3906  0.2749  0.388
C  -1.3019  1.4248  0.0386  -0.134
C  13.3241  -1.6514  0.7795  -0.779
I  3.1149  -0.2055  3.9485  0.123
H  -1.5281  -1.8989  0.6578  0.271
H  8.8074  0.3821  1.9668  0.258
H  1.4707  -3.5288  -0.1632  -0.071
C  0.6888  -3.3411  3.9266  1.227
H  -2.5714  -2.3754  2.0769  0.156
O  2.6148  -4.3262  -2.4613  -0.612
H  -1.4364  0.6640  -0.8153  0.386
H  -10.8912  2.6004  -9.1713  0.350
O  -3.6112  -3.6254  -2.2561  -0.618
H  4.7697  -1.2866  -0.8193  0.367
C  1.7790  -3.3791  2.6983  -0.448
C  -1.4257  7.5995  -0.7589  -0.887
H  9.6227  -1.0608  4.6041  0.284
H  -5.5258  8.8196  2.3734  0.428
O  12.1989  -2.8911  2.4410  -0.641
H  4.4230  -3.2360  1.6604  0.096
H  -8.2227  -0.6987  0.8226  0.423
H  7.4446  -3.5743  0.8066  0.320
H  11.6597  0.8536  4.3041  0.310
O  -4.2992  11.7771  -0.7323  -0.587
C  -9.4717  -1.0568  2.4964  0.342
C  8.8172  -0.6336  2.5360  -0.311
C  10.5620  0.8853  3.9345  -1.118
C  0.8027  1.6179  3.0835  -0.328
O  -10.3840  1.3125  -7.5020  -0.609
H  -5.3730  -0.6718  -5.3471  0.511
C  3.5824  -6.5129  3.9784  -0.565
O  -1.8542  -5.0987  -5.7193  -0.542
C  -1.5877  8.4522  -1.7727  0.165
C  5.2361  -2.1501  -0.1836  -1.001
H  -0.1100  2.5474  4.9304  0.334
H  0.5925  0.8537  5.2983  0.246
H  2.5326  -1.6108  -0.4035  -0.067
C  0.7659  1.8154  4.6977  -0.991
O  -0.9984  -5.3616  5.9041  -0.354
C  -7.4678  -2.8158  3.5091  0.355
H  -0.7823  -0.7326  4.8636  0.315
O  0.0300  -7.0327  -5.3239  -0.583
O  0.0772  4.6614  -2.5755  -0.583
H  -7.9423  2.2046  -11.1268  0.416
H  -0.2174  1.4152  0.4783  -0.054
H  0.3685  -2.3542  -0.2413  0.338
C  -1.8653  -1.5219  1.6875  -0.533
H  -8.3214  -0.2745  -3.3938  0.327
O  16.1621  -2.7153  -1.0729  -0.599
C  -4.6177  -2.7901  -2.6602  0.189
H  -2.3751  -1.0937  4.0548  0.402
C  15.0728  -3.9318  0.6280  -0.830
C  -9.1915  1.8461  -9.4532  0.381
C  0.5653  -0.9896  2.0582  0.172
H  -5.7769  -3.5869  3.2158  0.314
C  -9.3674  1.1374  -8.1537  0.885
C  15.2664  -2.7688  -0.2462  0.795
H  9.9523  1.3650  4.7985  0.287
C  -7.2036  11.7041  1.3066  0.336
H  -3.6081  -0.2919  2.3735  0.147
H  3.7458  -3.8159  -0.0572  0.084
O  0.6809  -2.4255  -2.7885  -0.643
C  -1.2131  8.0811  -3.1664  0.926
O  -6.2479  -2.2347  1.5860  -0.519
H  15.3151  -0.7559  -1.4468  0.348
C  -5.7229  -2.6360  -1.9291  -0.712
C  -7.0006  0.8161  -9.7255  0.910

---

Which value of M does entry 2 give? 1686.14 g/mol